(1)
Density functional theory data (the ωB97M-V functional and the def2-TZVPD basis) for a molecular structure, CLiO2Y in a non-equilibrium geometry.

The geometry in XYZ format:
```
5
Properties=species:S:1:pos:R:3
O -0.34 -2.96 -1.66
C -0.04 -2.00 -1.18
O 0.35 1.51 0.96
Y -0.46 3.40 2.05
Li 0.49 0.04 -0.16
```

Values from the calculation:
Charge ... +3
Lowest unoccupied orbital energy (spin up / spin down) ... -17.42 / -18.02 eV
Spin multiplicity ... 2
<S²> ... 0.760
Molecular weight ... 139.9 g/mol
Electronic energy ... -6342.9780 eV

---

(2)
Density functional theory data (the ωB97M-V functional and the def2-TZVPD basis) for a single CN2O2 molecule in a non-equilibrium geometry.

The geometry in XYZ format:
```
5
Properties=species:S:1:pos:R:3
C 1.37 0.19 -0.49
N -0.15 -0.67 -0.14
N -1.21 -0.32 0.03
O -2.05 0.52 0.04
O 2.04 0.12 0.43
```

Values from the calculation:
Charge ... 0
Energy relative to the best compared isomer or geometry (same formula, charge and spin) ... 60.54 kcal per mole
Lowest unoccupied orbital energy (spin up / spin down) ... 0.72 / -3.96 eV
Spin multiplicity ... 3
<S²> ... 2.007
Molecular weight ... 72.0 g/mol
Electronic energy ... -8104.8118 eV

---

(3)
Density functional theory data (the ωB97M-V functional and the def2-TZVPD basis) for a single CN2O2S2 molecule in a non-equilibrium geometry.

The geometry in XYZ format:
```
7
Properties=species:S:1:pos:R:3
C 1.60 -0.10 0.11
N 2.55 0.11 0.69
N 0.56 -0.18 -0.67
O -2.14 0.49 1.05
O -0.17 0.97 -0.68
S -0.54 -1.48 -0.22
S -1.87 0.20 -0.29
```

Values from the calculation:
Charge ... 0
Energy relative to the best compared isomer or geometry (same formula, charge and spin) ... 38.38 kcal per mole
Lowest unoccupied orbital energy ... -1.55 eV
Molecular weight ... 136.2 g/mol
Electronic energy ... -29777.3596 eV

---

(4)
Density functional theory data (the ωB97M-V functional and the def2-TZVPD basis) for 2 unconnected molecules or ions with the total composition CN2O3S in a non-equilibrium geometry.

The geometry in XYZ format:
```
7
Properties=species:S:1:pos:R:3
C 0.55 0.49 1.25
N 0.79 1.39 1.92
N 0.13 -0.60 0.67
O -2.60 0.16 -1.80
O 0.75 -1.52 0.14
O -0.30 0.46 -2.35
S -1.30 -0.43 -1.90
```

Values from the calculation:
Charge ... 0
Energy relative to the best compared isomer or geometry (same formula, charge and spin) ... 12.79 kcal per mole
Lowest unoccupied orbital energy (spin up / spin down) ... -2.95 / -2.97 eV
Molecular weight ... 120.1 g/mol
Electronic energy ... -20989.9289 eV